Density functional theory data (wB97M-V/def2-TZVPD) for a molecular structure, C31H47NO2P2S2Ti in a non-equilibrium geometry.

```
86
Properties=species:S:1:pos:R:3:forces:R:3
Ti -0.45787 0.47370 -2.74071 -2.8 2.6 5.2
C -0.46252 -2.68957 1.57902 3.5 -1.8 -3.9
C 0.89879 -2.69804 1.14581 -5.1 -2.0 -0.8
C 0.72783 -1.31739 2.99463 0.5 -0.6 -0.7
C -0.56529 -1.83492 2.71204 1.2 2.6 1.9
C 1.61805 -1.81279 1.99986 -0.1 2.5 3.2
C -1.60784 -3.46614 1.06044 -0.3 -0.4 0.2
H -1.30140 -4.21899 0.33579 0.0 0.1 0.2
H -2.36856 -2.81534 0.59980 0.2 -0.1 0.2
H -2.09929 -3.99614 1.88949 0.0 0.1 -0.2
C -1.80592 -1.57889 3.47641 -0.4 0.0 -0.1
H -2.70045 -1.82586 2.88881 0.3 0.0 0.1
H -1.88833 -0.52186 3.76064 0.2 -0.3 0.0
H -1.85863 -2.17182 4.40560 0.3 0.1 -0.2
C 1.10139 -0.52959 4.18321 0.2 0.4 0.5
H 1.61975 -1.16332 4.91469 -0.1 0.1 0.0
H 0.21389 -0.12059 4.67310 0.1 0.0 0.0
H 1.75800 0.31512 3.96751 -0.1 -0.1 -0.1
C 3.05975 -1.49827 1.92280 0.4 0.0 -0.1
H 3.64033 -2.09100 2.65410 -0.3 0.1 -0.1
H 3.24762 -0.43911 2.15306 -0.2 -0.4 0.1
H 3.48464 -1.71709 0.93407 -0.2 0.0 0.3
C 1.53324 -3.56035 0.11394 0.0 -0.1 -0.2
H 2.07215 -4.39981 0.57520 0.0 0.2 0.0
H 2.26643 -2.99810 -0.47319 -0.1 0.0 0.0
H 0.80720 -3.99849 -0.57416 0.1 0.0 0.2
C -1.64985 0.65997 -4.23064 -1.0 0.1 0.9
C -1.92123 -0.85837 -4.08880 -1.5 -0.5 -1.3
C -0.97392 -1.75495 -4.91786 0.2 -0.7 0.2
C 0.55445 -1.58803 -4.67835 -0.3 -0.4 0.1
C 0.95550 -0.71964 -3.50289 2.7 -0.2 -1.5
C 1.26947 0.65627 -3.72834 3.1 -1.6 -0.7
C 0.79400 1.46991 -4.88638 -0.2 0.4 -0.4
C -0.73190 1.28763 -5.22799 -0.1 0.3 -2.0
H -1.13821 -1.61540 -5.99325 -0.4 0.0 0.3
H 1.01286 -1.20483 -5.59435 0.0 0.1 0.2
H -1.20229 -2.80211 -4.67010 -0.3 0.3 -0.4
H -0.78677 0.71942 -6.17725 0.0 0.3 0.4
H -2.40281 1.32250 -3.77005 -0.2 -0.3 -0.6
H -2.95638 -1.14847 -4.36574 0.4 0.6 -0.7
H -1.10229 2.29558 -5.47067 0.0 -0.4 0.0
H 0.99643 2.52747 -4.64157 -0.2 -0.4 -0.1
H 2.08658 1.10437 -3.16471 -0.5 0.0 0.2
H 1.35136 1.28038 -5.83266 -0.1 -0.1 0.7
H 1.01954 -2.58090 -4.52276 -0.3 0.4 -0.1
H 1.45165 -1.24931 -2.67135 0.0 0.5 -0.3
P -2.16233 -1.34602 -2.28015 2.7 1.9 -0.3
P 2.24029 1.11643 -0.09126 -0.7 -0.3 -0.8
C -0.08283 2.29046 -1.64409 -0.6 -0.5 -1.1
C 1.23027 2.48544 -0.92293 0.9 -0.1 0.6
H -0.93003 2.44754 -0.95690 0.2 0.0 -0.4
H -0.16535 3.04795 -2.45842 0.0 -0.2 0.3
H 1.97483 2.98788 -1.55291 -0.2 0.2 0.0
H 1.04931 3.08266 -0.01677 0.1 0.1 -0.5
C 3.22916 2.22524 0.93592 0.0 0.2 0.5
H 3.93021 1.62345 1.52378 0.1 0.3 0.0
H 2.54396 2.74894 1.60829 0.6 -0.1 -0.2
H 3.75922 2.94175 0.29831 0.1 -0.1 0.2
C 3.63636 0.74990 -1.27069 -0.3 -0.1 -0.1
H 4.04596 1.68098 -1.68599 0.0 -0.2 0.0
H 3.35634 0.06993 -2.08485 0.2 0.1 0.2
H 4.41047 0.25415 -0.67082 0.0 0.1 -0.2
C -3.78369 -0.81822 -1.66478 -0.7 -0.3 0.3
H -4.16729 -1.52321 -0.91074 0.0 0.2 -0.3
H -4.52193 -0.69313 -2.47092 0.2 -0.3 0.2
H -3.63535 0.15436 -1.16263 0.0 -0.5 -0.2
C -1.13018 -2.80890 -1.95701 -0.1 -0.9 0.9
H -0.44082 -2.41658 -1.18872 -0.3 -0.6 -0.3
H -0.51172 -3.15617 -2.80889 -0.7 0.4 0.3
H -1.69291 -3.65806 -1.53240 0.3 0.3 -0.4
O 1.09034 4.72341 3.31740 -0.1 -0.5 -0.1
S 0.87280 3.31124 3.47750 -1.0 -0.2 -0.3
O 1.91338 2.53768 4.12160 -0.3 0.3 -0.5
N 0.39420 2.59257 2.05121 -0.9 -1.1 -0.2
C -0.78877 1.94875 2.11726 2.4 1.1 -0.1
S -1.33468 0.86085 0.93786 -0.4 -0.6 0.3
C -1.48940 2.22414 3.37394 -0.4 0.2 1.7
C -2.73643 1.80709 3.84625 0.0 -0.1 -0.6
C -3.14228 2.15156 5.13405 -0.3 0.1 0.4
C -2.30986 2.89253 5.98018 0.5 0.1 -0.2
C -1.03544 3.29623 5.53626 -0.7 -0.4 -0.4
C -0.67457 2.95792 4.24190 -0.4 0.1 0.8
H -3.38604 1.22641 3.17931 0.2 0.3 0.3
H -4.13500 1.83880 5.49752 0.6 0.2 -0.3
H -2.63460 3.16963 6.98264 0.0 -0.2 -0.3
H -0.34474 3.84753 6.15442 0.0 0.1 0.2
```
Positions in Å, forces in eV/Å.

- Relative energy (zero: lowest compared OMol25 entry of this formula, charge and spin): 10.1210 eV
- Expectation value of S²: 0.76
- F_max: 6.5 eV/A
- HOMO energy (alpha / beta): -0.366 / -0.366 Eh
- Spin multiplicity: 2
- Charge: +1
- Orbital gap (alpha / beta): 4.39 / 4.31 eV
- LUMO (alpha / beta): -5.587 / -5.653 eV


Density functional theory data (wB97M-V/def2-TZVPD) for CH2FNO in the gas phase in a non-equilibrium geometry.

```
6
Properties=species:S:1:pos:R:3:forces:R:3
O 2.02430 0.32940 -0.86047 2.7 1.4 -1.4
C 0.93581 0.29422 -0.43338 -2.6 0.8 -0.9
N 0.51671 -0.72469 0.29497 -2.0 -0.7 0.9
F 1.41015 -1.67260 0.71635 -0.6 0.5 0.1
H -0.02408 0.99099 -0.70402 2.0 -1.1 0.7
H -0.37206 -0.62243 0.77307 0.4 -0.9 0.5
```
Positions in Å, forces in eV/Å.

- Relative energy (zero: lowest compared OMol25 entry of this formula, charge and spin): 3.1719 eV
- F_max: 3.4 eV/A
- HOMO energy: -0.390 Eh
- Orbital gap: 11.37 eV
- LUMO: 0.761 eV


Density functional theory data (wB97M-V/def2-TZVPD) for 9 unconnected molecules or ions with the total composition C27H78N12O9 in a non-equilibrium geometry.

```
126
Properties=species:S:1:pos:R:3:forces:R:3
C -1.08427 6.11835 -2.05675 -0.7 0.4 0.2
O -0.09004 6.94567 -2.59676 0.2 -0.5 -0.3
C 0.35956 6.46542 -3.86189 0.5 1.8 0.4
C 1.07991 5.12998 -3.79888 -0.8 -0.3 0.2
C 2.21505 5.04669 -2.80070 0.3 -0.5 0.6
N 1.54667 4.64795 -5.10737 -0.7 0.7 -1.6
H -1.79272 5.82763 -2.84150 0.0 -0.3 0.0
H -1.66875 6.71331 -1.35510 0.1 0.0 0.2
H -0.68973 5.24977 -1.53039 0.0 -0.2 -0.1
H -0.48803 6.48201 -4.56372 0.0 -0.5 0.0
H 1.00566 7.30259 -4.16516 0.3 -0.5 -0.3
H 0.27462 4.46279 -3.45132 0.4 -0.3 -0.1
H 2.99872 5.78800 -2.96277 -0.1 0.1 -0.1
H 2.66725 4.05336 -2.85535 0.1 0.1 -0.4
H 1.90033 5.08090 -1.75343 -0.3 0.5 -0.2
H 0.75722 4.40179 -5.72338 -0.1 -0.3 0.8
H 1.83496 5.44636 -5.69547 0.7 -0.2 0.8
C 4.81504 2.67214 3.30325 -0.5 0.1 0.0
O 3.97493 2.34949 2.21200 0.5 -0.1 0.2
C 4.04742 0.99456 1.84120 -0.8 -0.9 0.0
C 4.75159 0.61346 0.54002 0.4 0.7 0.1
C 6.27758 0.66980 0.62273 -0.2 0.2 -0.2
N 4.30138 1.41977 -0.60993 -0.3 -0.6 0.4
H 4.68900 1.99739 4.15995 0.0 -0.3 -0.3
H 4.46003 3.63570 3.66550 0.5 0.3 -0.2
H 5.84994 2.64934 2.96405 0.2 0.3 0.4
H 4.44694 0.32598 2.61995 0.1 0.4 0.2
H 2.99405 0.70199 1.75549 0.1 -0.1 -0.3
H 4.48092 -0.44678 0.46313 -0.1 0.2 -0.6
H 6.65064 -0.15245 1.23163 0.2 0.2 0.2
H 6.60611 1.64620 0.99254 0.0 -0.2 0.3
H 6.71379 0.58759 -0.37474 -0.1 -0.2 0.0
H 3.35516 1.74673 -0.40484 0.1 0.1 -0.2
H 4.89292 2.24090 -0.67036 -0.1 0.0 0.0
C -0.85382 -1.80306 -0.50992 0.5 0.5 1.0
O -0.92643 -0.40157 -0.37442 -0.8 0.8 -0.4
C 0.24261 0.31500 -0.15371 1.8 -0.7 0.6
C -0.03541 1.78292 0.07000 -2.1 0.6 0.6
C -0.92932 2.39949 -1.01710 -0.5 -1.8 -0.1
N 1.13761 2.57425 0.43608 0.3 0.9 0.2
H -0.25220 -2.19948 0.32381 0.0 -0.2 -0.1
H -0.39527 -2.09507 -1.45573 -0.2 -0.1 -0.1
H -1.87160 -2.14185 -0.34382 0.0 -0.3 -0.5
H 0.73509 -0.06356 0.76738 -0.1 0.1 -0.2
H 1.01200 0.16426 -0.93866 -0.3 0.1 -0.2
H -0.75294 1.84048 0.90918 0.2 -0.5 0.1
H -0.50823 2.47019 -2.02569 0.3 1.3 0.4
H -1.51656 3.18035 -0.53870 0.4 0.8 -0.8
H -1.70252 1.65078 -1.25623 0.1 -0.1 0.5
H 1.26068 2.61500 1.45174 0.2 -0.9 -0.2
H 0.91488 3.56893 0.32729 0.0 -0.3 -0.8
C 3.48757 -4.21696 -1.50967 -0.3 -0.2 -0.2
O 3.52242 -4.24895 -0.10651 0.3 0.2 0.2
C 3.14909 -3.00442 0.43279 0.2 0.9 -0.1
C 3.00217 -3.11601 1.92711 -1.5 -1.8 0.7
C 2.08587 -2.06616 2.53612 0.2 0.6 0.6
N 4.23414 -3.39658 2.67120 0.5 -0.2 -0.1
H 3.85736 -5.17381 -1.86689 0.0 -0.1 -0.1
H 4.09501 -3.41876 -1.94605 0.1 0.1 0.1
H 2.44931 -4.07424 -1.83101 0.0 0.0 -0.2
H 3.86847 -2.21356 0.15537 0.1 -0.3 0.1
H 2.20507 -2.65438 -0.01288 -0.1 -0.2 0.2
H 2.33430 -4.00143 2.04054 0.4 -0.1 -0.3
H 1.06602 -2.30981 2.22846 0.1 0.6 -0.4
H 2.39394 -1.02943 2.36106 -0.4 -0.2 -0.3
H 1.99458 -2.11682 3.62852 0.5 -0.4 0.0
H 4.01327 -4.06106 3.41098 -0.1 0.5 0.2
H 4.86992 -3.96709 2.11116 -0.2 0.4 -0.3
C -7.65842 -6.17475 0.32805 -1.4 0.2 -0.5
O -7.17586 -4.85291 0.20450 0.2 -0.5 0.1
C -6.12291 -4.75210 -0.72475 -0.2 0.7 0.1
C -5.52319 -3.34465 -0.69966 1.0 -0.6 -1.3
C -6.34346 -2.43762 -1.60179 -0.6 0.3 0.8
N -4.14969 -3.42389 -1.29558 -0.2 -0.4 -0.1
H -6.90983 -6.90276 0.65657 0.0 0.2 0.3
H -8.12934 -6.57728 -0.59351 0.6 0.3 -0.2
H -8.55128 -6.08764 0.95933 0.6 -0.3 0.5
H -5.34953 -5.50496 -0.52713 0.0 -0.1 0.0
H -6.55394 -4.84763 -1.72907 0.3 -0.6 -0.2
H -5.37259 -3.00446 0.32657 -0.5 0.2 0.0
H -7.38694 -2.47680 -1.27423 0.0 0.5 0.0
H -6.34619 -2.74234 -2.64905 0.3 -0.3 0.1
H -5.92124 -1.43429 -1.57144 -0.3 0.2 0.0
H -4.02929 -2.58981 -1.87266 0.1 -0.1 0.1
H -4.13789 -4.19643 -1.96428 0.0 0.2 0.1
C -0.93687 -0.50427 3.86053 -0.3 0.9 0.4
O 0.08914 0.42944 4.18136 0.2 -0.8 -0.4
C 0.01959 0.96385 5.47507 0.8 0.5 0.1
C -1.01243 2.07597 5.58942 0.1 0.6 -0.1
C -0.80800 3.16541 4.54017 0.0 0.2 0.1
N -0.99621 2.70512 6.90538 -0.4 -0.2 0.1
H -0.82343 -1.41568 4.45454 -0.1 -0.1 -0.1
H -0.92188 -0.69126 2.79001 0.2 -0.2 0.0
H -1.90254 -0.03605 4.08365 -0.1 -0.4 0.0
H -0.02391 0.22742 6.29360 -0.7 -0.3 -0.3
H 1.01709 1.39058 5.64914 -0.1 0.3 -0.1
H -2.03023 1.73705 5.38879 0.0 -0.5 0.3
H -0.60301 2.74653 3.55698 -0.1 0.0 0.0
H 0.00664 3.84883 4.79618 0.1 -0.1 0.1
H -1.72161 3.75999 4.51600 0.1 0.1 -0.2
H -0.98788 2.00209 7.63500 0.1 0.2 0.1
H -0.19851 3.31773 7.01356 0.1 -0.1 0.0
N -1.84193 -1.92065 -3.72833 -0.8 1.3 -0.4
C -2.76092 -0.88938 -3.71973 0.7 0.4 0.6
N -2.21029 0.38228 -3.73933 -0.5 -1.2 -0.1
O -3.97023 -1.04327 -3.60807 0.1 -0.4 -0.1
H -2.21606 -2.83048 -3.54965 0.3 -0.2 0.0
H -0.86269 -1.67800 -3.70986 0.1 -0.5 0.1
H -1.25142 0.53845 -4.01093 -0.3 0.3 0.0
H -2.91347 1.10090 -3.74526 0.3 0.2 -0.2
N 1.60117 0.54128 -5.96681 0.0 -0.4 0.4
C 1.13860 0.32975 -4.69070 -0.7 0.6 0.5
N 0.58739 1.44658 -4.04956 0.4 -1.0 -0.8
O 1.11578 -0.74288 -4.10041 0.4 0.1 -0.6
H 1.36790 1.35354 -6.49800 0.0 0.4 0.2
H 1.93677 -0.22723 -6.52078 -0.1 -0.3 0.3
H 0.51400 1.34931 -3.04825 0.2 0.1 -0.2
H 0.61298 2.35582 -4.46537 0.4 0.3 0.1
N -1.11911 -4.02638 3.04628 -2.1 0.2 -1.1
C -2.37055 -3.79904 2.44752 0.5 1.9 -1.2
N -2.44625 -4.12335 1.07970 0.2 -0.4 2.3
O -3.22666 -3.09162 2.97161 0.5 -1.2 0.1
H -0.53944 -4.71949 2.63601 0.7 -0.3 0.3
H -0.96293 -3.53984 3.90692 0.3 -0.3 0.1
H -1.66394 -4.54359 0.63004 0.2 -0.3 -0.2
H -3.34399 -4.19715 0.63829 0.0 0.3 -0.2
```
Positions in Å, forces in eV/Å.

- Relative energy (zero: lowest compared OMol25 entry of this formula, charge and spin): 1.3926 eV
- F_max: 2.5 eV/A
- HOMO energy: -0.322 Eh
- Orbital gap: 9.09 eV
- LUMO: 0.327 eV


In order of appearance, E_tot = -3742.6681; -269.0707; -2409.6986 Ha.